Entry 1:
Below is a molecular structure, C21H23MgN5O2Si, with properties calculated with the ωB97M-V functional and the def2-TZVPD basis.

```
53
Properties=species:S:1:pos:R:3
Mg -0.54514 -0.22529 0.52861
O -4.10638 0.45533 2.61056
C -3.18208 0.31365 1.83921
N -2.00955 -0.37331 1.99310
C -1.77659 -1.15555 3.08826
O -2.44958 -1.32880 4.08163
C -0.46206 -1.92086 2.95822
C -0.05962 -2.77722 3.97022
C 1.12911 -3.47000 3.81924
C 1.87959 -3.28634 2.66588
C 1.40956 -2.41082 1.70521
N 0.26268 -1.74478 1.84808
C -3.25934 0.99001 0.47357
C -4.35610 1.77278 0.15037
C -4.39595 2.37368 -1.09628
C -3.34102 2.17728 -1.97759
C -2.28328 1.38297 -1.57594
N -2.24673 0.79975 -0.37773
H -0.69077 -2.87585 4.84137
H 1.46941 -4.14742 4.59161
H 2.81276 -3.80912 2.51101
H 1.95380 -2.22328 0.78676
H -5.14182 1.88612 0.88308
H -5.23806 2.99166 -1.37940
H -3.33439 2.63094 -2.95861
H -1.42777 1.20076 -2.21642
C 0.54649 3.02672 2.24010
C 1.16917 2.60327 0.94038
C 2.11336 3.38132 0.29639
C 2.65830 2.90421 -0.89683
C 2.26172 1.69728 -1.42128
C 1.28975 0.93689 -0.72975
N 0.78227 1.42607 0.44233
N 0.75910 -0.25126 -1.08661
Si 1.23115 -1.23186 -2.41863
C 0.65902 -0.51535 -4.06089
C 3.10449 -1.45792 -2.49208
C 0.39498 -2.90237 -2.16780
H 1.24587 2.87272 3.06406
H -0.34993 2.44181 2.44214
H 0.28591 4.08464 2.22199
H 2.41390 4.33229 0.71287
H 3.39984 3.49491 -1.42159
H 2.67679 1.32884 -2.34893
H 1.06011 0.48685 -4.22894
H -0.43174 -0.45104 -4.09383
H 0.97737 -1.14427 -4.89646
H 3.57496 -0.74986 -3.17769
H 3.36649 -2.46202 -2.83328
H 3.55770 -1.31062 -1.50854
H -0.23021 -3.16739 -3.02315
H -0.24815 -2.89298 -1.28437
H 1.12060 -3.70720 -2.03363
```

Results
- LUMO (eV) = -0.02
- spin multiplicity = 1
- Kohn-Sham gap (eV) = 7.66
- total charge = 0

Results of the natural (NBO) charge analysis, in e, for atoms 1 through 5:
1. Mg 1.75
2. O -0.56
3. C 0.63
4. N -0.89
5. C 0.63

Entry 2:
Below is a molecular structure, C21H23MnNO3PS, with properties calculated with the ωB97M-V functional and the def2-TZVPD basis.

```
51
Properties=species:S:1:pos:R:3
Mn -0.82763 0.08685 -0.14850
O -0.92953 -2.66788 -2.98950
C -0.73850 -1.55656 -2.56468
O -1.48388 -1.00998 -1.59992
C 0.36960 -0.68759 -3.07829
P 2.05149 -0.88525 -2.28052
C 1.99523 -1.99162 -0.80551
C 0.98978 -2.83182 -0.31932
C 1.19198 -3.57388 0.84576
C 2.37671 -3.47757 1.55547
C 3.39021 -2.65725 1.07355
C 3.20354 -1.94136 -0.09760
C 2.07058 0.73500 -1.38469
C 2.62264 1.83540 -2.02983
C 2.61527 3.09337 -1.43262
C 2.06745 3.28026 -0.17171
C 1.53367 2.19219 0.50197
C 1.53720 0.94047 -0.10819
H 0.08932 0.35562 -2.95742
H 0.51123 -0.87398 -4.13991
H 0.08289 -3.00523 -0.87192
H 0.42117 -4.26098 1.17608
H 2.52726 -4.06188 2.45519
H 4.33661 -2.59782 1.59664
H 4.01595 -1.32817 -0.47664
H 3.07236 1.70593 -3.00798
H 3.05915 3.93221 -1.95418
H 2.07863 4.25781 0.29181
H 1.14035 2.31355 1.50402
H 1.29944 0.06279 0.50274
C -0.89678 -0.61825 4.62104
C -0.87451 0.64625 4.05067
C -1.09860 0.75909 2.69504
N -1.33281 -0.30650 1.90651
C -1.36762 -1.52055 2.46966
C -1.15941 -1.71604 3.81979
H -0.72024 -0.74399 5.68178
H -0.69184 1.53107 4.64402
H -1.12455 1.72653 2.20817
H -1.58271 -2.34679 1.80745
H -1.20312 -2.71572 4.22885
C -4.09322 0.79477 -1.54795
S -3.35212 2.19307 -0.76363
C -3.15989 3.24038 -2.16255
O -1.91139 1.79741 -0.42273
H -5.12634 1.05656 -1.77865
H -4.06963 -0.02561 -0.83325
H -3.52463 0.52530 -2.43656
H -4.15557 3.50693 -2.52165
H -2.59269 2.70217 -2.92198
H -2.63252 4.13131 -1.82830
```

Results
- LUMO (alpha / beta) (eV) = -2.90 / -3.02
- spin multiplicity = 6
- Kohn-Sham gap (alpha / beta) (eV) = 8.10 / 8.00
- total charge = +1

Results of the Mulliken charge analysis, in e, for atoms 1 through 5:
1. Mn 1.20
2. O -0.60
3. C 0.08
4. O -0.64
5. C -0.34

Entry 3:
Below is C21H23N5O2 in the gas phase, with properties calculated with the ωB97M-V functional and the def2-TZVPD basis.

```
51
Properties=species:S:1:pos:R:3
C 1.47979 3.22529 -0.13641
C 1.41819 2.91965 1.36260
C 0.69809 1.65060 1.63522
N -0.47263 1.61789 2.22063
N -0.91756 0.36103 2.25963
C -0.00850 -0.38941 1.68758
C -0.08098 -1.76951 1.29955
N -1.16451 -2.48531 1.67735
C -1.62660 -3.56198 0.83156
C -2.71956 -3.08352 -0.16092
C -2.54974 -1.61636 -0.44598
C -3.34900 -0.68631 0.19065
C -3.10021 0.67172 0.06608
C -2.03307 1.12405 -0.68766
O -1.68473 2.43320 -0.83610
C -2.32401 3.37755 -0.00620
C -1.22115 0.18423 -1.36048
O -0.17815 0.70970 -2.07053
C 0.62735 -0.16530 -2.81876
C -1.49455 -1.16631 -1.23799
N 0.86430 -2.31175 0.58533
C 1.97769 -1.58175 0.29340
C 3.01544 -2.22527 -0.39400
C 4.18321 -1.56269 -0.68940
C 4.35443 -0.24126 -0.29266
C 3.34497 0.42506 0.37149
C 2.14423 -0.21994 0.64617
N 1.06357 0.37874 1.27998
H 1.90548 4.21358 -0.29363
H 0.48326 3.19531 -0.56681
H 2.08818 2.49787 -0.66832
H 0.85597 3.70351 1.87284
H 2.42224 2.89144 1.79497
H -1.87947 -1.93295 2.13338
H -0.74747 -3.91799 0.29394
H -2.01421 -4.36849 1.45837
H -3.70553 -3.24866 0.27571
H -2.64803 -3.67191 -1.07630
H -4.17340 -1.01266 0.80744
H -3.73151 1.36796 0.59153
H -1.84291 4.33078 -0.22127
H -2.18467 3.12394 1.04950
H -3.39143 3.45638 -0.23568
H 1.35774 0.46735 -3.32116
H 1.15429 -0.88341 -2.18068
H 0.04201 -0.70791 -3.56841
H -0.86747 -1.89498 -1.72746
H 2.86858 -3.25854 -0.66582
H 4.97523 -2.07244 -1.21704
H 5.28213 0.27019 -0.49931
H 3.50464 1.43957 0.69405
```

Results
- LUMO (eV) = 0.59
- SMILES = CCc1nnc2c(NCCc3ccc(OC)c(OC)c3)nc3ccccc3n12
- spin multiplicity = 1
- Kohn-Sham gap (eV) = 8.52
- total charge = 0

Results of the natural (NBO) charge analysis, in e, for atoms 1 through 5:
1. C -0.61
2. C -0.45
3. C 0.35
4. N -0.28
5. N -0.27

Entry 4:
Below is a molecular structure, C21H23N5PbS2Se4Si, with properties calculated with the ωB97M-V functional and the def2-TZVPD basis.

```
57
Properties=species:S:1:pos:R:3
Pb 0.26976 0.19616 0.76121
N -3.85080 0.90486 3.37362
C -3.00577 0.42207 2.38229
S -1.80444 -0.68715 2.86426
N -3.29962 0.90954 1.18363
N -2.49559 0.47006 0.18753
C -2.77743 0.90268 -0.98904
C -3.88791 1.85557 -1.27659
C -5.22403 1.47886 -1.17631
C -6.23248 2.38068 -1.48565
C -5.91471 3.67238 -1.88849
C -4.58353 4.05863 -1.97298
C -3.57345 3.15408 -1.67078
C -1.90963 0.47213 -2.10940
C -2.32029 0.58446 -3.44236
C -1.46840 0.14990 -4.44520
C -0.22923 -0.37491 -4.10995
C 0.10707 -0.44357 -2.76507
N -0.70926 -0.03575 -1.80029
H -3.45600 0.85054 4.29363
H -4.28534 1.78514 3.12840
H -5.46121 0.47996 -0.83439
H -7.27072 2.07731 -1.40309
H -6.70382 4.37922 -2.12506
H -4.32612 5.06922 -2.27274
H -2.52737 3.44835 -1.72158
H -3.28744 1.00316 -3.68066
H -1.77273 0.22530 -5.48262
H 0.46835 -0.71810 -4.86293
H 1.06434 -0.83733 -2.43277
Se 0.56009 2.72374 -0.79513
Se 1.18523 4.13514 0.97860
Se 3.09827 3.10693 1.82941
Se 2.29186 1.26118 3.02431
C 3.13830 -5.15926 1.55998
Si 3.79158 -4.56653 -0.10049
C 5.58382 -5.18583 -0.21092
C 2.87594 -5.40370 -1.51858
C 3.83311 -2.69990 -0.24532
C 5.03922 -2.01432 -0.35162
C 5.07685 -0.62191 -0.41017
C 3.87063 0.05445 -0.37094
N 2.69471 -0.56896 -0.30019
C 2.64427 -1.91655 -0.21494
S 1.07563 -2.64187 -0.04757
H 3.28045 -6.24373 1.66171
H 2.07833 -4.92123 1.65978
H 3.67357 -4.66467 2.37890
H 5.59289 -6.28254 -0.15808
H 6.19906 -4.80732 0.61454
H 6.06259 -4.89400 -1.15392
H 3.03055 -6.49091 -1.48534
H 3.24752 -5.03545 -2.48264
H 1.80796 -5.18707 -1.46204
H 5.97556 -2.56770 -0.38210
H 6.01040 -0.07551 -0.46420
H 3.82200 1.14099 -0.38497
```

Results
- LUMO (eV) = 4.33
- spin multiplicity = 1
- Kohn-Sham gap (eV) = 5.25
- total charge = -2

Results of the natural (NBO) charge analysis, in e, for atoms 1 through 5:
1. Pb 1.17
2. N -0.82
3. C 0.28
4. S -0.39
5. N -0.49